[1]
The following is a DFT calculation (ωB97M-V/def2-TZVPD) of a 2-piece molecular cluster, C9H14 overall.

Values from the calculation:
Energy above the lowest of the compared OMol25 structures with the same formula, charge and spin   21.8 kcal/mol
SMILES   Cc1ccccc1.CC

Structure (ORCA input):
```
! wB97M-V def2-TZVPD RIJCOSX def2/J DEFGRID3
* xyz 0 1
C -2.0639 -0.9436 1.5542
C 1.1125 -0.0829 -2.7012
C 0.9592 0.3337 1.1076
C 2.2560 2.0936 0.1451
C 0.7843 -0.2084 -0.1602
C 1.7733 1.4640 1.2670
C 2.1079 1.5307 -1.1394
C -3.2272 -1.6748 0.8881
C 1.4173 0.3367 -1.2649
H -3.7316 -2.3686 1.5513
H 0.1713 -1.0795 -0.3265
H 1.3645 0.5668 -3.5361
H -2.8357 -2.3102 0.0851
H 1.8930 1.8496 2.2718
H 1.5698 -1.0633 -2.8144
H 0.0166 -0.1491 -2.8482
H 2.7176 3.0766 0.0230
H 0.5383 -0.1415 1.9828
H -3.9994 -1.0144 0.4821
H -1.2544 -0.8698 0.8660
H -1.8462 -1.4369 2.5093
H -2.3455 0.0257 1.9838
H 2.6224 2.0657 -1.9264
*
```

Table of Mulliken atomic charges, one value per atom, all in e: C 0.0886; C -1.3635; C -0.2654; C -0.3350; C -0.4012; C -0.6632; C -0.5402; C -0.9983; C 0.6455; H 0.2971; H 0.4771; H 0.3519; H 0.3031; H 0.3653; H 0.3189; H 0.3051; H 0.3014; H 0.4358; H 0.2504; H -0.6332; H 0.3435; H 0.3940; H 0.3225

[2]
The following is a DFT calculation (ωB97M-V/def2-TZVPD) of a 2-piece molecular cluster, CH8N5O overall.

Values from the calculation:
Energy above the lowest of the compared OMol25 structures with the same formula, charge and spin   49.5 kcal/mol
Expectation value of S²   2.007

Structure (ORCA input):
```
! wB97M-V def2-TZVPD RIJCOSX def2/J DEFGRID3
* xyz 1 3
O 0.3936 0.7004 1.0199
N -1.2690 -1.5467 -1.2717
N 0.8593 1.6656 0.4061
N 0.5017 2.8822 0.9557
N 0.0581 -1.8045 0.4741
N 1.5085 1.7543 -0.6252
C -0.9189 -2.2400 -0.2279
H 1.9441 0.8231 -0.8492
H -1.7044 -2.0024 -2.1349
H -0.3244 2.9106 1.5372
H -0.8155 -0.6764 -1.3521
H 0.2814 -0.8485 0.2858
H 0.2228 -2.1648 1.4654
H -1.3767 -3.1460 0.0435
H 0.6392 3.6930 0.2734
*
```

Table of Mulliken atomic charges, one value per atom, all in e: O -0.7879; N -0.3203; N 1.2813; N -0.5573; N -0.2486; N -0.7750; C 0.2261; H 0.2876; H 0.2907; H 0.2674; H 0.1908; H 0.1386; H 0.3069; H 0.3927; H 0.3070

[3]
The following is a DFT calculation (ωB97M-V/def2-TZVPD) of C39H64ClGe2IrN3O2P as an isolated structure.

Values from the calculation:
Energy above the lowest of the compared OMol25 structures with the same formula, charge and spin   0.0 kcal/mol

Structure (ORCA input):
```
! wB97M-V def2-TZVPD RIJCOSX def2/J DEFGRID3
* xyz 2 1
Ir -0.1136 -1.1783 0.0680
Ge 1.2423 2.6488 -1.4511
Ge -0.6297 2.9339 0.2174
Cl 2.9024 0.4017 6.4418
P -0.1452 -3.2831 0.9597
O 1.3669 -0.1597 0.8176
O -1.1309 -0.2462 1.6430
N 0.6767 -1.7403 -1.7091
N 2.8909 -1.6638 -1.0679
N 2.3680 -2.5310 -3.1455
C 4.0547 2.0073 -2.0833
C -3.4844 3.3495 -0.0678
C 4.2952 -2.0341 -1.1658
C -0.4266 -4.7195 3.4056
C 0.6851 1.6074 -3.0464
C 1.4393 -2.9893 -4.1789
C 2.5190 -3.5550 1.6908
C 3.3899 0.0971 3.8025
C -1.3732 -4.0330 -0.1650
C -0.6684 -3.3693 2.7200
C 1.3454 7.8657 -3.2248
C -0.7066 4.7026 2.5295
C -2.4156 2.2902 -0.3450
C 0.0415 -3.1326 -3.6295
C 2.4195 0.1980 4.8053
C 1.2873 5.5930 -2.4045
C 3.0930 2.2160 -0.9142
C 0.7775 6.8938 -2.4213
C 4.7116 -1.9492 -2.6209
C 0.7101 -0.0165 3.1290
C -0.6842 -0.0438 2.7872
C -2.0015 -5.3690 0.2373
C -0.2909 4.6587 -0.6624
C -2.1357 -2.9518 2.9061
C 2.4361 7.5612 -4.0307
C 1.9702 -1.9998 -1.9814
C 1.4563 -5.6517 0.7487
C 1.0849 0.1459 4.4716
C -0.2662 -1.8768 -2.8323
C 2.9499 6.2743 -4.0305
C 3.0344 -0.0565 2.4772
C 1.4753 -4.1192 0.7258
C 2.3757 5.3050 -3.2228
C 0.8468 2.3411 -4.3784
C -2.4580 -2.9789 -0.4595
C -0.5158 3.2277 2.1773
C 1.6906 -0.1214 2.1170
C 3.7788 -2.8070 -3.4482
C 0.7078 4.5399 -1.5501
H -0.0726 7.1484 -1.8032
H 4.6581 -0.9134 -2.9526
H 3.0211 1.3068 -0.3165
H -2.6240 -5.7196 -0.5872
H -2.3066 -2.7169 3.9567
H -2.3617 2.0757 -1.4146
H 2.8806 8.3247 -4.6544
H 3.6254 1.3507 -2.8434
H 3.9669 -3.8716 -3.2804
H 0.1064 5.3071 2.1283
H -0.7814 -4.1835 -1.0745
H -1.2812 -1.8967 -2.4437
H 1.2630 0.6774 -3.0550
H -2.8016 -3.7749 2.6557
H 5.7363 -2.2943 -2.7492
H 2.5466 -1.2032 -0.2357
H 0.9019 -6.0670 -0.0910
H 1.7431 -3.8160 -0.2917
H 1.4531 -2.2653 -4.9985
H -0.0263 -4.0162 -2.9917
H -1.6415 5.0956 2.1298
H -0.9048 -5.5435 2.8798
H -1.4156 0.1490 3.5785
H 0.4352 1.7622 -5.2075
H -4.4772 3.0103 -0.3669
H 3.9228 -2.6125 -4.5115
H -0.3657 1.3500 -2.8868
H -3.2739 4.2681 -0.6161
H 2.5332 -2.4646 1.6989
H 3.4451 3.0155 -0.2604
H 1.8955 2.5348 -4.6051
H 0.4552 2.8806 2.5379
H 1.8159 -3.9359 -4.5693
H -2.0824 -1.9310 -0.4815
H 0.6289 -4.9472 3.5295
H 4.3054 2.9489 -2.5695
H -0.6650 -3.2544 -4.4498
H 2.3457 -3.8921 2.7119
H -0.8677 -4.6703 4.4014
H -1.2684 -6.1418 0.4489
H 4.9981 1.5653 -1.7543
H -1.2848 2.6218 2.6686
H -2.9231 -3.1638 -1.4274
H 4.4533 -3.0459 -0.7776
H -0.0196 -2.6284 3.2052
H 0.9372 8.8669 -3.2252
H 0.3336 3.3024 -4.3632
H 3.7962 6.0263 -4.6572
H 4.4347 0.1443 4.0781
H -0.7934 5.6023 -0.4621
H -0.1929 -0.9982 -3.4781
H 3.5104 -3.9026 1.4006
H -2.6483 -5.2601 1.1044
H -3.5345 3.5967 0.9945
H -2.6645 1.3643 0.1807
H -0.7257 4.8466 3.6107
H 2.4856 -6.0012 0.6605
H 2.7822 4.2992 -3.2301
H 1.0533 -6.0634 1.6696
H -3.2374 -2.9934 0.2986
H -2.4279 -2.0869 2.3160
H 3.7921 -0.0962 1.7061
H 4.8696 -1.3436 -0.5498
H 0.3265 0.2378 5.2382
*
```

Here are the Mulliken charges for atoms 1 to 99, given in e: Ir 2.4449; Ge -0.2312; Ge 0.0115; Cl -0.1636; P -0.6078; O -0.9582; O -0.8915; N 0.2878; N 1.9042; N 0.4313; C -1.1582; C -1.3930; C -0.5879; C -1.4735; C 0.5337; C -0.9732; C -1.6719; C -0.6143; C 1.4604; C 1.8821; C -0.7350; C -1.5374; C 0.1016; C -0.4955; C -0.2420; C 0.4654; C 0.2032; C -0.6489; C -0.6116; C 0.8639; C -0.1296; C -1.4330; C -0.1331; C -1.9605; C -0.5102; C -0.2559; C -1.6305; C -1.3441; C -0.7795; C -1.0074; C -0.1955; C 1.5308; C 0.5709; C -1.5057; C -1.4877; C 0.0198; C -0.0822; C -0.9132; C -0.1571; H 0.3704; H 0.1110; H -0.3412; H 0.4674; H 0.5054; H 0.3017; H 0.3989; H 0.0541; H 0.3399; H 0.3931; H -0.4684; H 0.2496; H -0.5785; H 0.3699; H 0.4432; H -0.9085; H 0.3917; H -0.4529; H 0.3899; H 0.0878; H 0.2921; H 0.2973; H 0.3988; H 0.4324; H 0.4136; H 0.4694; H 0.5279; H 0.3182; H 0.3140; H 0.6533; H 0.3133; H 0.2149; H 0.5347; H -0.0792; H 0.3550; H 0.3820; H 0.4695; H 0.3566; H 0.4798; H 0.3506; H 0.4430; H 0.2195; H 0.5220; H 0.2011; H -0.1454; H 0.4126; H 0.3446; H 0.4196; H 0.4940; H 0.5497